Molecular formula: C3H12N3O
Method: DFT, ωB97M-V with the def2-TZVPD basis set

Positions of all 19 atoms, in Å:
C1 0.15476 -1.92994 -1.69294
N1 1.30728 -1.02519 -1.42466
C2 1.00144 0.37242 -1.45500
O1 1.55475 0.99294 -0.24349
H1 -0.57682 -1.86028 -0.87543
H2 0.52824 -2.94974 -1.66071
H3 -0.33172 -1.75457 -2.66294
H4 2.05526 -1.29005 -2.09926
H5 1.45300 0.83400 -2.39559
H6 -0.11656 0.56166 -1.38504
H7 2.00065 0.11217 0.12393
N2 -2.01239 0.70866 2.73756
C3 -0.95075 0.62704 1.92616
N3 -0.39632 1.59344 1.25582
H8 -2.52804 1.55233 2.83672
H9 -2.27094 -0.08050 3.33143
H10 -0.53833 -0.40592 1.72899
H11 0.44313 1.41605 0.54848
H12 -0.77665 2.52546 1.40597

Values from the calculation:
Relative energy (zero: lowest compared OMol25 entry of this formula, charge and spin): 147.8 kJ/mol
Lowest unoccupied orbital energy (alpha / beta): 0.88 / 0.86 eV
Gap between HOMO and LUMO (alpha / beta): 3.9 / 9.3 eV
HOMO level (alpha / beta): -3.062 / -8.405 eV
Spin multiplicity: 2

Molecular formula: C3H12N3O
Method: DFT, ωB97M-V with the def2-TZVPD basis set

Positions of all 19 atoms, in Å:
C1 -2.53885 -2.32670 -0.68673
C2 -0.71044 -0.93266 0.21129
N1 0.11381 -0.75738 1.31271
N2 -1.84656 -1.58519 0.38568
N3 -0.16860 -0.62198 -1.02276
H1 -0.25291 -1.01235 2.22590
H2 0.80800 0.00073 1.38972
H3 -2.24066 -1.75304 1.30936
H4 -0.55251 -0.87935 -1.93976
H5 0.63522 0.03787 -1.13256
H6 -1.94496 -2.07843 -1.68549
H7 -3.58649 -1.92554 -1.02984
H8 -2.67508 -3.26141 -0.37846
C3 2.47880 3.08829 0.45445
O1 1.87188 2.13658 -0.36719
H9 2.56357 1.99025 -1.02686
H10 1.93104 3.99468 0.50689
H11 2.62007 2.59429 1.44575
H12 3.49468 3.29135 0.02789

Values from the calculation:
Charge: +1
Relative energy (zero: lowest compared OMol25 entry of this formula, charge and spin): 217.1 kJ/mol
Lowest unoccupied orbital energy: -2.87 eV
Gap between HOMO and LUMO: 10.9 eV
HOMO level: -13.780 eV

Molecular formula: C3H12N3O
Method: DFT, ωB97M-V with the def2-TZVPD basis set

Positions of all 19 atoms, in Å:
N1 -3.16178 -0.79212 0.23792
C1 -2.07543 0.08275 0.16671
O1 -1.05552 -0.21174 -0.91875
H1 -3.82408 -0.69043 -0.52176
H2 -2.90229 -1.76978 0.27764
H3 -2.41229 1.10772 0.03104
H4 -1.49814 -0.01342 1.09336
H5 -1.44598 0.09488 -1.75418
C2 1.21066 1.56858 0.89603
N2 1.18026 0.42436 0.06843
C3 2.30784 -0.25193 -0.25155
N3 2.24768 -1.45341 -0.71795
H6 0.60169 1.37959 1.80717
H7 0.68549 2.38273 0.37850
H8 2.22935 1.86192 1.15748
H9 0.18444 0.10499 -0.37490
H10 3.28343 0.17023 -0.03490
H11 1.35494 -1.95221 -0.79858
H12 3.08974 -2.04270 -0.74170

Values from the calculation:
Charge: +2
Relative energy (zero: lowest compared OMol25 entry of this formula, charge and spin): 137.0 kJ/mol
Lowest unoccupied orbital energy (alpha / beta): -9.36 / -13.78 eV
Gap between HOMO and LUMO (alpha / beta): 8.1 / 3.4 eV
HOMO level (alpha / beta): -17.475 / -17.191 eV
Spin multiplicity: 2

Molecular formula: C3H12N3S
Method: DFT, ωB97M-V with the def2-TZVPD basis set

Positions of all 19 atoms, in Å:
C1 2.33440 0.67579 -0.22913
C2 1.14233 1.67471 -0.43340
C3 -0.90448 0.44224 -0.28759
N1 -1.21378 -2.08565 0.85160
N2 -0.15935 -1.50460 0.06331
N3 -0.02633 1.25985 0.29081
S1 -2.56088 0.36046 0.41391
H1 2.05144 -0.30187 -0.54174
H2 3.32991 0.70660 -0.77597
H3 2.73941 0.69384 0.82733
H4 0.77984 1.62848 -1.39963
H5 1.25953 2.77239 -0.23222
H6 -0.84349 0.50012 -1.44669
H7 -1.37609 -3.08828 0.57163
H8 -2.11878 -1.55398 0.76619
H9 -0.29497 -2.09689 -0.76785
H10 -0.03126 1.48255 1.29139
H11 -0.91200 -2.02507 1.83454
H12 -3.19546 0.45929 -0.79647

Values from the calculation:
Charge: +1
Relative energy (zero: lowest compared OMol25 entry of this formula, charge and spin): 467.9 kJ/mol
Lowest unoccupied orbital energy: -3.25 eV
Gap between HOMO and LUMO: 9.7 eV
HOMO level: -12.961 eV

Molecular formula: C3H12N3S
Method: DFT, ωB97M-V with the def2-TZVPD basis set

Positions of all 19 atoms, in Å:
N1 -3.11432 -0.51407 -0.24749
C1 -2.44489 -1.55148 -0.69216
N2 -1.23981 -1.46502 -1.18351
H1 -2.71410 0.41449 -0.24400
H2 -3.90555 -0.70634 0.34347
H3 -2.97044 -2.49824 -0.71032
H4 -0.68908 -2.28008 -1.40327
H5 -0.77387 -0.54411 -1.22242
C2 0.31516 1.04723 0.41276
C3 1.74901 0.76730 -0.10747
S1 2.69194 -0.04436 1.21763
N3 -0.65811 1.41495 -0.68520
H6 -0.04009 0.09134 0.79869
H7 0.36183 1.86601 1.12374
H8 1.62728 0.13404 -0.98800
H9 2.19601 1.70680 -0.43654
H10 2.62474 0.98251 2.09879
H11 -1.03263 2.33171 -0.44912
H12 -0.06320 1.64034 -1.48709

Values from the calculation:
Charge: +1
Relative energy (zero: lowest compared OMol25 entry of this formula, charge and spin): 110.6 kJ/mol
Lowest unoccupied orbital energy: -3.38 eV
Gap between HOMO and LUMO: 8.8 eV
HOMO level: -12.230 eV

Molecular formula: C3H12N4
Method: DFT, ωB97M-V with the def2-TZVPD basis set

Positions of all 19 atoms, in Å:
C1 1.50050 0.23817 1.10417
N1 1.03663 -0.02520 -0.27704
C2 1.57502 -1.29247 -0.65977
N2 -0.23313 0.29020 -0.66338
C3 -0.66478 1.59109 -0.64340
N3 -1.24226 -0.43507 0.46740
N4 -2.57371 -0.51965 0.15588
H1 1.79616 -0.66397 1.67161
H2 2.43129 0.83093 1.06755
H3 0.77342 0.76556 1.69988
H4 1.15177 -1.53469 -1.64911
H5 2.58473 -1.13473 -0.73785
H6 1.29117 -2.18038 -0.03072
H7 -0.10829 2.38236 -1.22494
H8 -1.62355 1.61663 -1.15287
H9 -1.03461 1.98899 0.45035
H10 -0.78494 -1.23876 0.93458
H11 -3.10758 0.39953 0.09423
H12 -2.76783 -1.07854 -0.60658

Values from the calculation:
Relative energy (zero: lowest compared OMol25 entry of this formula, charge and spin): 492.9 kJ/mol
Lowest unoccupied orbital energy: 1.09 eV
SMILES: CN(C)N(C)NN
Gap between HOMO and LUMO: 8.8 eV
HOMO level: -7.665 eV